Record 1
The following is a quantum chemistry calculation of C11H24O5Si in the gas phase in a non-equilibrium geometry, from OMol25.

total charge: 0
LUMO level: 0.02957 hartree
electronic energy: -29914.5909 eV
gap between HOMO and LUMO: 0.3923 hartree
SMILES: CCOC(=O)CC[Si](OCC)(OCC)OCC
energy relative to the best compared isomer or geometry (same formula, charge and spin): 9.3 kJ/mol

```
41
Properties=species:S:1:pos:R:3:forces:R:3
C 1.005 1.825 3.955 -0.522 -0.258 0.886
H -0.323 -2.829 -2.445 -0.281 -0.158 -0.136
H 1.342 1.563 -4.720 0.363 0.146 -0.018
H 0.584 3.841 4.621 0.325 0.242 -0.023
C -0.188 -4.485 -1.031 -0.013 0.777 0.203
O -0.067 -0.135 -2.227 -0.726 -0.794 0.860
C 0.088 2.882 4.551 0.009 0.040 0.232
H 0.003 0.466 -4.904 0.038 0.278 0.453
H 2.378 0.172 -0.441 0.501 0.508 0.283
C -3.280 -0.559 0.162 0.228 -1.171 -0.626
H 1.599 -0.135 1.090 0.412 -0.401 0.535
H -0.778 3.015 3.929 -0.318 -0.012 -0.281
O -0.962 -1.186 0.193 1.457 -1.009 -1.939
H -0.949 -4.100 -0.361 0.009 0.074 0.367
C 0.413 1.995 1.676 -0.148 -0.350 -0.124
C -1.858 -0.157 0.498 -0.220 0.705 0.611
O 1.114 -2.345 -1.086 -0.327 1.160 0.727
C 1.027 0.293 -3.001 -0.022 0.591 -0.321
H -1.688 0.034 1.571 -0.734 -0.034 -0.460
H 0.416 2.194 -0.449 -0.197 -0.386 0.143
O 1.393 2.176 2.630 -0.698 -0.253 -0.876
C 1.048 1.764 0.337 1.041 1.710 -0.607
H 1.132 -3.806 -2.528 0.127 0.373 0.022
H 0.487 0.855 3.866 0.160 0.287 0.366
Si 0.349 -0.878 -0.800 -0.896 -0.560 0.986
H -0.710 -5.201 -1.673 0.376 0.085 -0.164
C 0.426 -3.332 -1.834 -0.170 -0.850 -0.835
H -1.560 0.773 -0.017 -0.389 -0.279 0.134
H 0.603 -4.978 -0.464 -0.174 -0.107 0.029
H 1.924 1.695 4.569 -0.487 0.104 -0.673
H -0.282 2.649 5.548 0.214 -0.322 0.100
H -3.988 -0.030 0.770 -0.431 0.261 0.236
H -0.148 1.908 -3.847 0.073 -0.200 0.036
H 1.933 2.442 0.352 -0.260 -0.665 -0.143
H 1.654 0.914 -2.360 0.360 0.078 -0.211
H -3.404 -1.657 0.299 0.094 0.696 0.344
C 0.527 1.109 -4.173 -0.410 -0.399 -0.522
H 1.586 -0.582 -3.329 0.295 -0.002 -0.164
H -3.522 -0.422 -0.900 0.144 0.306 0.184
C 1.458 0.310 0.124 -0.080 -0.836 -0.491
O -0.783 1.939 1.850 1.275 0.626 0.875
```
Positions in Å, forces in eV/Å.


Record 2
The following is a quantum chemistry calculation of a 2-piece molecular cluster, C4H5NO overall in a non-equilibrium geometry, from OMol25.

total charge: 0
LUMO level (alpha / beta): 0.00915 / -0.02336 hartree
electronic energy: -7760.9262 eV
gap between HOMO and LUMO (alpha / beta): 0.2875 / 0.2974 hartree
energy relative to the best compared isomer or geometry (same formula, charge and spin): 540.3 kJ/mol

```
11
Properties=species:S:1:pos:R:3:forces:R:3
N -2.765 -0.552 0.517 -1.540 2.511 -1.530
H 0.677 -2.582 0.030 0.086 -0.186 0.083
C -0.283 0.654 0.175 0.402 -1.092 0.573
H -0.271 -0.918 1.536 0.086 0.029 -0.011
O -3.261 0.361 -0.039 0.969 -2.796 1.528
H -1.877 1.830 -0.358 0.585 0.180 0.022
C 0.541 -1.570 -0.305 0.192 -0.475 -0.448
C -0.806 1.790 -0.090 -0.858 0.850 -0.437
H 0.829 -1.330 -1.314 0.009 0.054 -0.145
H -0.286 2.735 -0.070 0.216 0.114 0.034
C -0.017 -0.640 0.517 -0.147 0.811 0.330
```
Positions in Å, forces in eV/Å.


Record 3
The following is a quantum chemistry calculation of C34H29LiN9O2S as an isolated structure in a non-equilibrium geometry, from OMol25.

total charge: -1
LUMO level: 0.05333 hartree
electronic energy: -64277.9161 eV
gap between HOMO and LUMO: 0.2173 hartree
energy relative to the best compared isomer or geometry (same formula, charge and spin): 130.4 kJ/mol

```
76
Properties=species:S:1:pos:R:3:forces:R:3
H -6.443 -3.003 -2.163 0.010 0.004 0.005
Li 0.806 0.959 -0.320 0.146 -0.069 -0.154
C 2.309 3.352 -0.800 -0.145 0.189 -0.165
H -0.038 -3.133 3.467 -0.017 -0.018 -0.068
H -3.687 1.616 -4.211 0.031 -0.066 -0.159
C -6.288 -0.990 -2.905 0.008 -0.020 -0.003
C -4.022 0.549 1.963 -0.011 0.003 0.074
C 2.901 0.976 1.868 0.215 0.175 -0.015
H 2.820 5.233 -3.559 0.032 -0.015 0.004
C -3.449 1.181 3.061 0.061 0.033 -0.023
C 0.940 4.438 -2.892 0.023 0.030 0.024
C 0.875 -4.371 -0.183 -0.122 -0.014 -0.019
C 2.982 2.705 0.354 0.251 0.060 0.255
C -3.327 0.451 0.772 0.217 -0.042 -0.227
C -0.241 -2.881 -2.007 0.082 0.103 0.058
O 6.567 3.999 2.073 0.050 -0.006 0.031
C -2.037 0.983 0.674 -0.721 -0.039 1.016
H -0.736 3.489 -1.938 0.023 -0.076 -0.052
C -5.777 -2.206 -2.467 -0.078 -0.093 0.045
H -0.741 -1.567 1.655 0.022 -0.010 0.008
C 2.160 -0.233 2.305 -0.192 -0.264 0.123
C -4.399 -2.382 -2.443 -0.066 0.054 -0.025
C 0.617 -2.338 3.139 0.056 0.075 0.066
H -5.016 0.126 2.042 0.003 0.001 -0.030
N 0.960 -0.429 1.749 0.001 0.242 -0.043
C 0.332 3.676 -1.908 -0.039 0.166 0.001
H -5.853 0.973 -3.654 -0.014 0.004 0.039
N -1.872 0.925 -3.776 0.561 -0.219 0.120
H 2.300 -6.037 1.589 0.012 -0.010 -0.002
H 0.244 -2.342 -2.820 -0.079 0.030 -0.040
C 2.672 -1.123 3.253 0.016 0.064 0.010
H 0.302 -5.277 -0.303 0.019 -0.018 0.022
N 1.613 -2.269 -0.508 0.013 0.041 -0.160
H 3.672 -0.994 3.643 -0.021 0.073 0.060
C 2.306 4.652 -2.804 -0.107 -0.032 0.031
H -2.476 -1.520 -2.825 -0.053 -0.026 -0.009
H 4.474 0.954 3.377 0.026 -0.005 -0.009
N -1.848 0.577 -1.515 -0.646 0.293 1.314
H -1.030 -2.237 -1.617 -0.039 -0.023 -0.034
S 0.562 0.593 -2.851 0.187 -0.283 0.369
N 0.991 3.149 -0.885 0.130 0.020 0.125
H -1.729 2.219 3.814 0.007 0.014 -0.021
H 3.565 -4.830 1.849 0.002 -0.034 0.036
H -3.996 1.253 3.993 0.001 -0.011 0.000
C 1.879 -2.169 3.691 -0.116 0.095 0.011
C 0.222 -1.456 2.145 -0.120 -0.015 0.159
H 2.055 -4.737 2.762 0.050 -0.061 -0.019
H -3.981 -3.332 -2.130 0.017 0.003 0.021
C 3.004 4.105 -1.742 0.046 -0.002 0.043
N -1.240 0.899 -0.479 0.306 -0.160 -0.970
C 1.887 -4.139 0.716 0.068 0.039 -0.022
N 2.382 1.609 0.816 -0.050 -0.024 -0.215
C 6.045 3.035 2.656 -0.375 -0.005 -0.035
H -0.691 -3.802 -2.378 0.000 0.007 -0.007
H 4.072 4.243 -1.650 0.006 -0.034 0.009
C 0.739 -3.171 -0.924 0.136 -0.207 0.197
C -3.544 -1.364 -2.822 0.060 -0.040 -0.065
C -4.051 -0.132 -3.250 -0.022 -0.138 -0.165
O 6.396 2.375 3.649 0.065 0.010 -0.008
C 4.147 3.207 0.925 -0.094 -0.054 -0.038
C 4.695 2.557 2.019 0.307 -0.014 -0.011
C 2.487 -4.984 1.789 -0.019 0.058 -0.065
C -2.176 1.725 2.960 -0.100 0.039 0.149
H 3.017 -2.369 0.960 0.001 0.032 -0.005
H -7.361 -0.839 -2.947 0.001 0.015 0.001
C 4.048 1.431 2.506 -0.100 -0.052 -0.042
C -1.138 0.672 -2.721 0.373 0.312 -1.463
N -3.247 0.894 -3.672 -0.555 0.297 0.444
C -5.445 0.032 -3.298 0.061 0.043 0.002
N 2.295 -2.874 0.478 0.100 -0.253 -0.118
H -3.755 -0.040 -0.092 -0.030 -0.031 -0.009
H -0.479 2.048 1.666 0.038 0.014 0.068
H 2.241 -2.839 4.462 0.019 -0.022 -0.023
H 4.645 4.094 0.558 0.010 -0.005 -0.004
C -1.472 1.630 1.774 0.075 -0.138 -0.413
H 0.358 4.827 -3.717 -0.011 0.011 0.013
```
Positions in Å, forces in eV/Å.